{
  "formula": "C21H25BrEuN6O7",
  "method": "ωB97M-V with the def2-TZVPD basis set",
  "symbols": ["Eu", "Br", "O", "O", "O", "O", "O", "O", "O", "N", "N", "N", "N", "N", "N", "C", "C", "C", "C", "C", "C", "C", "C", "C", "C", "C", "C", "C", "C", "C", "C", "C", "C", "C", "C", "C", "H", "H", "H", "H", "H", "H", "H", "H", "H", "H", "H", "H", "H", "H", "H", "H", "H", "H", "H", "H", "H", "H", "H", "H", "H"],
  "xyz": [[0.10439, 0.35184, 0.21288], [3.46914, -7.49420, 2.19285], [0.16009, 4.38128, 2.37617], [0.18294, 2.29618, 1.55843], [-0.38592, 2.50520, -1.27477], [3.41247, 2.66736, 0.81615], [1.17476, -1.74868, 0.32951], [0.36843, -3.04666, 1.97709], [2.22948, 1.02213, -0.15879], [-0.69606, -1.34520, -4.31914], [-0.48104, -0.29971, -2.10195], [-0.63286, -0.17441, 2.74439], [-2.53405, 1.00686, 0.89173], [-2.15276, -3.23976, -4.95226], [-1.83782, -1.68559, 0.25828], [0.68751, 4.08339, 0.06374], [-3.23646, -1.37062, 0.48517], [-2.62216, 1.24150, 2.32836], [1.14564, -2.77999, 1.03390], [-0.55492, 3.85412, -0.81731], [2.32300, -4.98309, 1.46132], [3.27099, -5.92511, 1.11467], [-0.45352, 4.66081, -2.12116], [4.08768, -5.77656, 0.00665], [0.55779, 3.80849, -2.92464], [1.75692, 3.29756, -0.76686], [-1.48001, -2.35937, -4.59813], [3.00290, -3.67206, -0.43584], [2.54462, 2.23438, 0.05505], [0.34939, 3.55169, 1.47833], [3.94237, -4.63509, -0.76998], [0.90066, 2.71699, -1.90548], [-1.98760, 0.13143, 3.17524], [-3.52846, 0.12817, 0.29433], [-0.60384, -0.84632, -3.12697], [2.18916, -3.84360, 0.67646], [-3.90338, -1.91827, -0.19319], [1.26699, 1.78071, -2.31678], [-1.66709, -2.10234, -0.64524], [2.50632, 3.98975, -1.15786], [1.43935, 4.36800, -3.23969], [0.03008, 0.51023, 3.09397], [-0.10783, 5.67796, -1.93323], [-1.42383, -2.27913, 0.96915], [-2.57942, -0.78154, 3.10036], [4.57186, -4.50116, -1.64107], [-3.53079, 0.33667, -0.77844], [1.67640, -5.10020, 2.31981], [2.87946, -2.76710, -1.01619], [4.81836, -6.53448, -0.24122], [-1.42054, 4.71233, -2.62410], [-2.53755, 1.89312, 0.40764], [-0.33562, -1.11168, 2.99225], [0.92084, 5.14394, 0.15254], [-3.67015, 1.36989, 2.65395], [-4.54449, 0.33351, 0.67902], [-3.52264, -1.67193, 1.49395], [-2.07829, 2.16454, 2.53474], [0.09137, 3.36621, -3.80560], [-2.04832, 0.45368, 4.22618], [-1.50393, 3.95391, -0.28833]],
  "atomic_forces_ev_per_a": [[-1.4, -0.5, 0.3], [0.0, 0.0, 0.0], [0.0, 0.1, 0.0], [0.1, 0.8, 0.5], [0.0, 0.3, -0.2], [0.0, 0.0, 0.0], [0.3, -0.9, 0.2], [0.0, 0.0, 0.0], [1.3, 0.6, -0.3], [0.1, -0.1, -0.3], [-0.2, -0.5, -1.1], [0.1, 0.0, 0.4], [-0.2, 0.0, 0.1], [0.0, -0.1, 0.0], [-0.1, -0.2, 0.0], [0.0, -0.1, 0.1], [0.0, 0.1, 0.0], [0.1, -0.1, 0.0], [0.0, -0.2, 0.1], [0.0, 0.0, 0.1], [0.0, 0.0, 0.0], [0.0, 0.0, 0.0], [0.0, 0.0, 0.0], [0.0, 0.0, 0.0], [0.0, 0.0, 0.0], [0.0, -0.1, 0.1], [0.0, 0.1, 0.1], [0.0, 0.1, 0.0], [0.1, 0.2, -0.1], [0.0, 0.0, -0.1], [0.0, 0.0, 0.0], [0.1, 0.1, 0.0], [0.0, 0.0, -0.1], [0.0, 0.0, 0.0], [-0.2, 0.2, 0.3], [0.0, 0.0, 0.0], [0.0, 0.0, 0.0], [-0.1, 0.0, 0.0], [0.0, 0.1, -0.1], [0.0, 0.0, 0.0], [0.0, 0.0, 0.0], [-0.1, 0.0, 0.0], [0.0, 0.0, 0.0], [0.0, 0.0, 0.0], [0.0, 0.0, 0.0], [0.0, 0.0, 0.0], [0.0, 0.0, 0.0], [0.0, 0.0, 0.0], [0.0, 0.0, 0.0], [0.0, 0.0, 0.0], [0.0, 0.0, 0.0], [0.1, 0.0, 0.0], [0.0, 0.0, -0.1], [0.0, 0.0, 0.0], [0.0, 0.0, 0.0], [0.0, 0.0, 0.0], [0.0, 0.0, 0.0], [0.0, 0.0, 0.0], [0.0, 0.0, 0.0], [0.0, 0.0, 0.0], [0.0, 0.0, 0.0]],
  "lowdin_spin": [7.006, 0.000, 0.002, -0.006, -0.001, 0.000, -0.007, 0.003, -0.008, 0.003, -0.006, -0.003, -0.002, 0.001, -0.001, 0.000, 0.000, 0.000, 0.002, 0.000, 0.000, 0.000, 0.000, 0.000, 0.000, 0.001, 0.001, 0.000, 0.001, 0.001, 0.000, 0.001, 0.000, 0.001, 0.005, 0.000, 0.000, 0.001, 0.001, 0.000, 0.000, 0.001, 0.000, 0.000, 0.000, 0.000, 0.000, 0.000, 0.000, 0.000, 0.000, 0.000, 0.000, 0.000, 0.000, 0.000, 0.000, 0.000, 0.000, 0.000, 0.000],
  "de_lowest_ev": 0.0000,
  "s_squared": 15.759,
  "total_charge": -2,
  "spin_multiplicity": 8,
  "lumo_energy_ev": [3.77, 3.77],
  "homo_lumo_gap_ha": [0.1265, 0.2555]
}

---

{
  "formula": "C33H36BeBrCl2FKMgNO3S",
  "method": "ωB97M-V with the def2-TZVPD basis set",
  "symbols": ["Br", "K", "Cl", "Cl", "S", "Mg", "F", "O", "O", "O", "N", "C", "C", "C", "C", "C", "C", "C", "C", "C", "C", "C", "C", "C", "C", "C", "C", "C", "C", "C", "C", "C", "C", "C", "C", "C", "C", "C", "C", "C", "C", "C", "C", "C", "Be", "H", "H", "H", "H", "H", "H", "H", "H", "H", "H", "H", "H", "H", "H", "H", "H", "H", "H", "H", "H", "H", "H", "H", "H", "H", "H", "H", "H", "H", "H", "H", "H", "H", "H", "H", "H"],
  "xyz": [[-5.40961, -2.54530, 4.68024], [-4.62348, -2.55097, 1.85102], [1.33840, -2.42093, 0.64144], [-3.20026, -3.90814, -0.12490], [-1.10227, -2.96652, 1.61283], [6.51796, -3.29781, -4.05931], [2.42751, 1.78598, 3.94138], [-0.76558, -1.97248, 8.55141], [-2.76941, 7.48205, -3.36528], [-1.15777, 2.48391, -4.07957], [0.00292, -0.18207, 0.88584], [-1.09249, -0.14574, 1.83400], [3.97128, 1.06299, 2.15816], [-1.02566, 5.91691, -3.17924], [-3.59202, -2.78206, 3.81317], [-2.92278, -1.36691, 3.37755], [-2.40224, 6.33998, -3.53001], [-3.31083, 5.31084, -4.08834], [-0.71330, -2.42343, -0.12605], [1.84425, -1.20171, -4.40429], [2.31395, -2.52268, -4.88900], [4.30105, -0.51397, -4.23004], [-2.63897, -3.72806, 4.66301], [0.10025, -0.57166, -1.67520], [-2.90521, 4.05407, -4.26616], [-0.94200, -3.32858, -1.32011], [3.20931, 1.86842, 1.01414], [-2.73101, 1.12526, 3.45381], [3.71112, -2.87593, -5.06870], [2.24404, 0.91259, 0.18809], [0.29841, -0.90866, -4.24338], [-0.64527, -2.87442, -2.65404], [-0.09431, -1.47276, -2.82390], [0.73762, 1.08540, 0.71857], [-3.40011, -0.11460, 3.93679], [-0.62382, 4.66055, -3.35863], [-1.53134, 3.63404, -3.91572], [-1.63005, 1.10888, 2.45259], [-0.00875, 2.21664, -0.11654], [2.87485, -0.19166, -4.06014], [-1.40654, -3.01514, 5.33639], [-1.77349, -1.38330, 2.34008], [-0.18371, -0.95632, -0.27693], [4.72372, -1.84838, -4.71920], [2.05795, 2.89790, 5.38982], [-1.72225, -2.46619, 6.26959], [-3.27746, -4.16850, 5.48365], [3.25816, 0.46709, 2.77867], [2.31410, 1.23213, -0.89149], [-0.78301, -2.39473, 4.64404], [-0.41399, -1.32934, 7.92572], [-1.19588, 2.10012, 2.19631], [0.51223, 0.43556, -1.89734], [-3.82878, -3.35333, 2.81814], [-0.10146, -2.67194, 8.56653], [-0.37442, 6.68067, -2.77302], [4.07478, -3.87182, -5.41896], [3.96478, 2.33956, 0.33215], [-3.09608, 2.09295, 3.89026], [2.63383, 2.68956, 1.53144], [-0.82027, -3.53627, -3.53031], [1.50188, -3.25782, -5.13208], [-1.34508, -4.34716, -1.11901], [-2.33655, -4.60983, 4.02624], [-0.23298, 3.14774, 0.46839], [5.12200, 0.20678, -4.00063], [-1.01584, 1.83257, -0.46767], [2.60868, 0.83371, -3.68806], [2.54365, -0.15620, 0.33801], [-4.31240, 5.63617, -4.33993], [5.82106, -2.10734, -4.82922], [0.37764, 4.33264, -3.10801], [4.78165, 0.41628, 1.71005], [0.58998, 2.47296, -1.02876], [-4.22602, 0.00280, 4.67073], [0.87304, 1.52103, 1.75425], [-3.55506, 3.28896, -4.67188], [-0.21497, -1.50756, -5.03741], [0.07455, 0.18768, -4.26776], [-0.72670, -3.84211, 5.70777], [4.45485, 1.82700, 2.82391]],
  "atomic_forces_ev_per_a": [[1.2, -0.1, -0.3], [-6.3, 4.0, -8.7], [1.2, -1.5, -2.1], [-1.7, -0.3, -0.6], [-1.9, 1.8, 1.0], [1.4, -2.4, 1.7], [-1.7, 3.3, 4.3], [0.1, 0.0, -0.2], [0.1, -0.2, 0.0], [0.0, 0.0, 0.1], [-2.6, 0.8, -1.7], [-3.2, -0.2, 3.2], [0.4, 0.5, -0.9], [0.2, -0.1, 0.1], [2.8, -1.3, 0.9], [0.9, 0.6, -0.5], [-0.2, 0.3, 0.0], [0.0, -0.2, -0.1], [2.0, 0.6, 1.6], [2.6, -0.1, -0.2], [0.2, 1.1, 0.3], [-0.9, -1.9, -0.5], [-0.4, 0.3, 0.7], [-0.2, -1.5, -0.5], [-0.1, 0.1, 0.0], [1.3, 1.0, -1.8], [0.2, -0.8, 0.6], [0.9, -2.1, -0.9], [0.2, 2.6, 1.2], [-0.4, 0.5, 0.5], [1.0, -1.2, 1.0], [0.4, 1.4, 2.8], [-0.6, 0.3, 2.0], [1.4, 2.0, 0.3], [2.6, 0.8, -2.3], [0.0, 0.1, 0.1], [0.0, -0.2, -0.1], [-1.0, -1.3, 0.9], [-0.8, -0.6, -0.3], [0.8, -2.0, -0.8], [0.1, -1.1, 0.5], [0.0, 1.3, -0.2], [-0.3, -0.8, -1.1], [-3.2, 0.6, 0.3], [1.0, -2.8, -3.5], [0.3, -0.3, -1.2], [0.8, 0.4, -0.8], [0.9, 0.3, -0.8], [-0.2, -0.7, 1.0], [-0.7, -0.4, 0.6], [0.0, 0.0, 0.1], [-0.4, -1.0, 0.1], [-0.5, -0.9, 0.3], [4.0, -1.7, 7.1], [-0.1, 0.0, 0.1], [0.0, 0.0, 0.0], [-0.8, 0.8, 0.2], [-0.7, -0.4, 0.6], [0.6, -1.0, -0.7], [0.5, -0.7, -0.8], [0.2, 0.7, 0.8], [1.1, 0.6, 0.1], [0.9, 1.1, -0.3], [-0.2, 1.1, 0.4], [0.5, -0.9, -0.5], [-1.1, -0.5, -0.2], [1.1, 0.4, 0.3], [0.2, -1.2, -0.5], [-0.1, 1.0, -0.4], [0.0, 0.0, 0.0], [-2.4, 2.8, -1.6], [0.0, 0.0, 0.0], [-0.9, 0.6, 0.4], [-0.6, 0.0, 0.8], [0.8, -0.5, -0.7], [-0.3, -1.0, -1.0], [0.0, 0.0, 0.0], [0.2, 0.8, 0.7], [0.2, -1.0, -0.2], [-0.7, 0.9, -0.4], [-0.3, -1.0, -0.6]],
  "lowdin_charge": [0.761, 0.706, 0.570, -0.052, 0.808, 0.870, -0.483, -0.058, 0.134, 0.064, -0.086, -0.139, -0.138, 0.032, -0.728, -0.285, -0.379, 0.036, -0.528, -0.142, -0.009, -0.035, -0.250, 0.038, 0.021, -0.182, -0.228, -0.026, -0.081, -0.155, -0.070, 0.029, -0.085, -0.309, -0.050, 0.006, -0.387, 0.016, -0.046, 0.004, -0.102, -0.302, -0.289, -0.218, 0.784, 0.072, 0.103, 0.058, 0.091, 0.065, 0.027, 0.089, 0.096, -0.108, 0.043, 0.127, 0.094, 0.106, 0.112, 0.098, 0.126, 0.120, 0.031, 0.118, 0.086, 0.114, 0.099, 0.116, 0.066, 0.130, -0.120, 0.112, 0.083, 0.069, 0.089, 0.124, 0.124, 0.130, 0.111, 0.093, 0.068],
  "total_charge": 2,
  "lumo_energy_ev": -9.38,
  "homo_lumo_gap_ha": 0.0421
}